[1]
Here is an isolated ion of composition C24H29N4O and charge +1 at a distorted geometry from OMol25. Energies are from the ωB97M-V functional and the def2-TZVPD basis.

```
58
Properties=species:S:1:pos:R:3:forces:R:3
O 1.12361 -2.13296 4.78817 0.304 1.622 -1.808
N 1.69495 0.21482 2.17612 0.650 -0.307 -0.670
N 3.43544 1.40756 -1.81671 -3.013 1.024 -1.036
N 1.04487 8.97628 -2.65652 0.641 -3.345 0.956
N 0.62225 0.02619 4.15198 0.078 -0.301 -0.235
C 1.27227 7.86828 -2.32489 -0.701 2.947 -0.808
C 1.03607 5.95321 -0.74436 0.282 -0.883 0.283
C 2.24452 -6.16398 3.28412 -0.131 0.256 -0.076
C -0.23665 0.30492 5.28680 -0.295 0.372 0.223
C 3.05932 -4.00366 2.55165 -0.395 -0.231 0.095
C 2.95445 2.48168 -0.51645 0.406 0.941 1.355
C 1.41607 2.27323 3.60122 0.273 -0.157 -0.064
C 1.60362 6.53298 -1.88576 0.611 -0.848 0.194
C 1.94596 -1.14721 2.64141 0.495 -0.265 0.549
C -0.56497 1.26281 2.39905 -0.089 -0.198 -0.032
C 0.81078 0.97082 3.04113 -1.103 0.584 1.043
C 3.29752 -5.26355 3.10760 -0.098 0.228 -0.183
C 0.95185 -5.81319 2.88634 0.061 0.168 -0.189
C 2.36341 0.69683 1.10329 -0.355 -1.830 0.356
C 0.70953 -4.56175 2.31871 0.380 0.255 0.217
C 2.43075 3.89967 -0.99819 -0.501 -0.168 0.404
C 4.36976 0.26029 -2.05711 0.696 -0.011 0.976
C 1.75653 -3.64090 2.19583 -0.068 0.019 -0.135
C 2.12064 1.87501 0.52697 -1.098 1.019 -1.177
C 2.58675 5.79423 -2.56123 0.219 0.037 -0.275
C 1.20077 -1.19558 3.98172 -0.186 -0.959 1.412
C 1.47281 -2.23697 1.68171 -0.242 -0.321 -0.249
C 3.00594 4.54713 -2.07992 0.738 -0.351 -1.324
C 1.43770 4.65243 -0.30182 -0.481 0.256 -0.493
H -1.08474 0.30860 2.22632 0.067 0.331 0.022
H 0.11939 -6.50184 3.01558 0.243 0.049 -0.011
H 3.02161 6.20285 -3.48792 -0.120 -0.253 0.673
H 3.76209 -0.64048 -2.14897 0.185 0.081 0.118
H -0.47315 1.77622 1.43655 -0.091 -0.082 0.225
H -0.29088 -4.25647 1.99417 0.301 -0.248 0.232
H 1.97695 -2.10229 0.71067 -0.144 0.068 0.163
H 0.38702 -2.11415 1.51170 0.420 -0.036 0.015
H 3.86962 -3.28267 2.40570 -0.147 -0.349 0.150
H 1.17456 2.37075 0.80697 1.052 -0.174 -0.371
H -1.27065 0.52269 4.96030 0.421 -0.201 0.133
H 0.26302 6.53064 -0.22478 0.354 -0.504 0.027
H 4.30844 -5.52833 3.40607 -0.180 -0.039 -0.036
H -1.17226 1.89965 3.06715 0.267 -0.367 -0.329
H 0.90016 4.23037 0.56098 0.451 0.382 -0.479
H 1.80447 2.89577 2.78972 -0.110 0.017 0.268
H 2.50908 1.05229 -2.09577 0.220 0.164 0.267
H 3.55245 2.14547 -2.49452 0.582 0.099 -0.548
H 2.25036 2.01790 4.27273 -0.280 0.189 -0.179
H 3.81812 4.02837 -2.64974 -0.668 0.667 0.437
H 5.02865 0.18150 -1.18191 -0.022 -0.136 -0.453
H 0.64370 2.84049 4.15107 0.449 -0.300 -0.233
H 0.12652 1.18251 5.85019 -0.078 -0.413 -0.170
H 3.00752 -0.06917 0.60353 -0.060 0.813 0.799
H 2.42537 -7.13651 3.73432 -0.003 0.175 -0.080
H -0.23952 -0.57861 5.94281 0.060 0.366 -0.346
H 3.03283 -1.23854 2.82956 -0.454 -0.200 0.044
H 3.94321 2.62984 -0.11578 0.567 0.118 -0.184
H 4.95969 0.38367 -2.98178 -0.358 0.233 0.537
```
Positions in Å, forces in eV/Å.

Computed properties:
LUMO energy = -3.58 eV
energy above the lowest of the compared OMol25 structures with the same formula, charge and spin = 0.000 eV
calculated total energy = -1225.89552 hartree
net charge = +1
SMILES string = C[NH2+][C@H](/C=C/N1[C@H](Cc2ccccc2)C(=O)N(C)C1(C)C)c1ccc(C#N)cc1
F_max = 3.5 eV Å⁻¹

Atomic partial charges in e from the natural (NBO) method, atoms 1 to 4:
1. O -0.59
2. N -0.41
3. N -0.59
4. N -0.23



[2]
Here is C25H33F4LaN3O4P as an isolated structure at a distorted geometry from OMol25. Energies are from the ωB97M-V functional and the def2-TZVPD basis.

```
71
Properties=species:S:1:pos:R:3:forces:R:3
La -0.10051 -1.05252 0.64341 -0.260 -0.043 0.108
P -0.79442 0.74206 -2.03601 -0.307 -0.137 0.443
F -1.17996 3.07164 4.38015 0.573 0.044 0.427
F -3.26484 4.40060 4.05880 -0.585 0.206 -0.217
F -4.66288 1.58216 0.50283 0.263 -0.033 0.259
F -2.35195 0.19310 0.80133 -0.454 0.099 -0.214
O -1.54086 -2.97674 1.26904 0.552 0.106 -0.705
O 1.81865 -1.36527 -0.87913 -0.218 0.902 0.324
O 2.51181 -1.85151 -2.96579 0.241 0.366 -0.508
O -2.19570 -5.11346 0.89852 -0.858 -0.353 0.884
N 2.00116 -0.35894 2.06536 0.210 -0.285 0.338
N -0.08100 -3.13601 -0.96594 0.171 -0.376 0.441
N -0.44460 0.84245 2.44061 0.176 0.103 0.746
C 0.09327 -5.44268 -2.50127 -0.101 0.504 0.272
C 2.64379 0.79362 1.35726 -0.248 -0.645 0.363
C -1.60734 1.55417 2.55848 0.045 0.231 0.080
C -1.76877 -0.25891 -3.23242 1.066 -0.531 -0.705
C -1.07263 3.18263 -0.75383 -0.292 -0.888 0.290
C 0.55334 1.52424 -3.01655 0.233 -0.543 1.268
C -2.64150 1.26494 1.62817 1.447 -0.834 0.270
C 0.81816 -3.20291 -1.92938 0.434 -0.266 -0.886
C 3.93002 -1.90162 2.97888 0.458 -0.098 -1.104
C -0.79365 -4.22264 -0.65476 -0.121 0.718 -0.212
C 2.74323 -1.63956 2.00534 -0.121 -0.010 1.738
C -1.99323 2.61210 3.42629 -0.147 -0.243 -1.216
C 0.58308 1.05396 3.49902 0.182 0.629 -0.674
C -1.87527 2.12643 -1.60040 1.233 1.723 -0.537
C -1.60945 -4.09930 0.60810 0.190 0.176 0.186
C -4.10535 3.04303 2.28509 -0.511 -0.149 -0.761
C -3.15534 3.36415 3.21707 0.768 -0.544 0.754
C 0.17002 2.61688 -3.96779 0.040 1.155 -0.245
C 1.61430 -0.07269 3.47033 0.024 0.245 -0.521
C 1.81136 -1.99649 -1.99380 -0.708 -1.536 0.420
C 4.02859 1.21042 1.85169 -0.484 0.742 -0.046
C -2.82389 0.37987 -4.12043 -1.514 0.567 0.738
C -3.79132 1.94092 1.47490 -1.313 0.901 -0.077
C 0.91648 -4.34480 -2.73935 0.735 0.655 -0.683
C -0.76480 -5.39170 -1.39594 0.529 -0.060 -0.447
H 1.14896 2.01642 3.43211 -0.409 -0.380 -0.505
H 4.88696 -1.41866 2.67022 -0.860 -0.113 0.019
H 2.53224 0.17613 4.01852 -0.363 0.226 0.232
H 1.95999 1.63988 1.42125 -0.104 -0.049 0.164
H 1.03651 2.91242 -4.58909 -0.487 -0.147 0.176
H 3.14501 -1.76630 1.04974 0.278 -0.116 -1.732
H -0.81575 4.01436 -1.40240 0.148 0.133 0.165
H -0.16549 3.53114 -3.42530 0.313 -0.621 -0.311
H 0.13322 1.16466 4.46714 -0.242 -0.466 0.654
H -2.25044 2.65233 -2.48534 0.236 -0.181 -0.171
H -2.49947 1.09774 -4.85736 0.657 0.386 0.062
H 4.12365 -2.98173 2.86876 -0.050 0.338 0.526
H 4.22665 2.22311 1.44749 0.224 -0.655 0.067
H -0.14073 2.74890 -0.33043 -0.436 0.238 -0.254
H -3.33590 -0.35745 -4.73787 -0.105 -0.293 0.290
H -0.66463 2.33849 -4.60466 0.077 -0.104 -0.258
H -0.92841 -0.64290 -3.85613 -0.581 -0.125 0.133
H 1.23380 -0.99791 3.92007 -0.137 0.062 -0.193
H -1.35734 -6.24271 -1.09006 -0.066 0.163 0.033
H 3.75588 -1.60683 3.99934 -0.212 -0.263 0.421
H 1.98802 -2.45653 2.17067 0.504 0.454 -0.030
H -2.76224 1.77348 -1.16448 -1.036 -0.589 1.101
H 4.07712 1.30843 2.93583 -0.187 0.019 0.086
H -2.16432 -1.14837 -2.71250 0.010 0.433 -0.120
H 1.02763 0.64712 -3.46535 0.230 0.226 -0.266
H 2.64630 0.48619 0.31351 0.396 0.090 -0.194
H -1.64695 3.54792 0.10693 0.033 -0.009 -0.295
H -5.05054 3.57199 2.11652 0.590 -0.138 0.259
H 4.79215 0.50289 1.57612 0.330 -0.057 -0.358
H -3.60786 0.91279 -3.49674 0.770 -0.698 -0.706
H 1.26932 1.89668 -2.25244 -0.248 -0.215 -0.482
H 0.12155 -6.31373 -3.15400 0.074 0.152 0.225
H 1.66708 -4.30163 -3.55800 -0.672 -0.201 0.673
```
Positions in Å, forces in eV/Å.

Computed properties:
LUMO energy = 0.15 eV
energy above the lowest of the compared OMol25 structures with the same formula, charge and spin = 0.000 eV
calculated total energy = -2210.20668 hartree
F_max = 2.2 eV Å⁻¹

Atomic partial charges in e from the Löwdin method, atoms 1 to 4:
1. La 2.08
2. P 0.89
3. F 0.08
4. F 0.09



[3]
Here is a 2-piece molecular cluster, C10H16S overall at a distorted geometry from OMol25. Energies are from the ωB97M-V functional and the def2-TZVPD basis.

```
27
Properties=species:S:1:pos:R:3:forces:R:3
S 2.68089 -1.43570 -0.47976 0.049 0.449 0.236
C 2.08017 -2.04984 1.12016 -0.559 -0.232 -1.082
C -2.04952 0.94938 -0.97843 0.280 -0.056 -0.188
C 1.67553 0.09576 -0.66255 -0.131 -0.948 -0.065
C 2.54744 1.32216 -0.76387 0.955 -0.221 0.232
C -1.73018 1.05337 1.75570 0.028 -0.240 0.442
C -2.35794 -1.56861 -0.82253 0.200 -0.203 -0.479
C -1.87417 2.17750 -0.34649 -0.351 0.077 -0.160
C -1.97972 -0.22537 -0.25642 -0.451 -0.944 0.829
C -1.71308 2.23957 1.02887 0.393 -0.479 -0.459
C -1.82176 -0.18144 1.13832 0.517 0.827 -0.748
H -1.96755 3.09023 -0.92748 0.336 -0.065 0.032
H 1.11586 -2.52351 0.93111 -0.196 0.263 0.316
H -3.36310 -1.77973 -0.47208 -0.360 -0.029 -0.298
H 1.06229 -0.08515 -1.54502 0.001 0.352 -0.078
H 3.28615 1.18280 -1.56177 -0.443 0.256 -0.309
H 3.21795 1.38727 0.10172 -0.451 0.128 0.208
H 2.01806 -1.28960 1.89382 0.195 -0.069 0.019
H -1.62476 -1.09150 1.69105 -0.513 -0.052 0.106
H -2.16622 0.87685 -2.05603 -0.170 0.183 0.091
H 1.99060 2.25247 -0.87427 0.013 -0.062 -0.128
H 2.73812 -2.86768 1.34102 0.512 -0.201 0.579
H -1.71708 1.06262 2.83468 0.405 0.214 0.187
H -1.78367 -2.41909 -0.45846 0.427 0.208 0.215
H -1.39994 3.16140 1.48282 -0.492 0.340 0.325
H 0.99160 0.08289 0.18375 -0.012 0.319 0.074
H -2.31312 -1.62578 -1.91346 -0.181 0.184 0.103
```
Positions in Å, forces in eV/Å.

Computed properties:
LUMO energy = 0.87 eV
energy above the lowest of the compared OMol25 structures with the same formula, charge and spin = 0.463 eV
calculated total energy = -788.80166 hartree
SMILES string = Cc1ccccc1.CCSC
F_max = 1.3 eV Å⁻¹

Atomic partial charges in e from the natural (NBO) method, atoms 1 to 4:
1. S 0.15
2. C -0.73
3. C -0.23
4. C -0.51



[4]
Here is a 3-piece molecular cluster, C3H11NO2 overall at a distorted geometry from OMol25. Energies are from the ωB97M-V functional and the def2-TZVPD basis.

```
17
Properties=species:S:1:pos:R:3:forces:R:3
O -1.40903 0.31409 -1.76206 -0.477 1.787 0.399
O 0.43006 -1.78368 -2.81048 0.973 0.715 -0.925
N -0.31695 -0.31325 2.37977 0.874 1.432 -2.356
C 1.16363 -0.25878 0.51576 -1.598 -0.763 -0.786
C 0.32092 1.89245 1.35418 -1.259 0.189 -1.094
C 0.23105 0.37186 1.25112 1.910 0.707 1.970
H -0.99939 0.18599 2.91252 -0.541 -0.715 0.090
H 1.01932 -1.32724 0.42507 0.575 -0.377 0.284
H -0.20597 -1.29663 2.22090 -0.843 -0.306 0.896
H -0.65826 2.49953 1.38428 1.389 -1.113 -0.002
H 1.81694 0.15517 -0.22859 -0.132 0.512 -0.116
H -1.10232 1.17276 -1.39492 0.610 -1.031 -0.023
H -2.28908 0.64393 -1.99933 -0.130 -0.835 -0.348
H 0.94475 2.22638 0.51292 -0.515 0.085 0.046
H -0.12664 -1.31277 -2.18652 -0.410 -0.610 0.229
H 0.92116 2.10858 2.20507 0.163 0.366 1.072
H 0.40713 -2.73678 -2.82857 -0.592 -0.041 0.665
```
Positions in Å, forces in eV/Å.

Computed properties:
LUMO energy = 0.63 eV
energy above the lowest of the compared OMol25 structures with the same formula, charge and spin = 1.345 eV
calculated total energy = -326.08206 hartree
SMILES string = C=C(C)N.O.O
F_max = 2.9 eV Å⁻¹

Atomic partial charges in e from the natural (NBO) method, atoms 1 to 4:
1. O -0.94
2. O -0.98
3. N -0.84
4. C -0.52